Here is a molecular structure, C29H28BrMgN5SSe from the Open Molecules 2025 dataset. Energies are from ωB97M-V with the def2-TZVPD basis set.

## Properties
LUMO (eV): 0.0
HOMO energy (eV): -5.86

Last column: Mulliken charge in e.
CARTESIAN COORDINATES (ANGSTROEM)
Mg -1.0598 -0.8509 -0.8513  0.4390
C -1.3163 -0.0312 2.0349  -1.7330
N -1.5365 -1.2800 1.2926  0.9046
C -2.9348 -1.7413 1.3185  -1.0893
C -3.7988 -1.0810 0.2632  0.7102
C -5.1077 -0.7304 0.5116  -1.0260
C -5.8567 -0.1827 -0.5228  -0.3727
C -5.2700 0.0027 -1.7563  -0.6812
C -3.9406 -0.3528 -1.9166  -0.1484
N -3.2248 -0.9008 -0.9377  0.1175
C -0.6149 -2.3305 1.7383  -0.7770
C -0.4177 -3.3918 0.6767  0.1381
C 0.0164 -4.6648 0.9993  -0.9029
C 0.2377 -5.5700 -0.0251  -0.3658
C 0.0106 -5.1793 -1.3333  -0.8131
C -0.4216 -3.8884 -1.5721  -0.3883
N -0.6340 -3.0125 -0.5874  0.7037
C -0.0876 0.6939 1.5327  0.7470
C 0.5900 1.5907 2.3353  -1.1834
C 1.6402 2.3156 1.7894  -0.5742
C 1.9949 2.0935 0.4733  -0.8001
C 1.2803 1.1623 -0.2609  -0.8809
N 0.2515 0.4892 0.2522  1.4216
H -1.2463 -0.2193 3.1134  0.3866
H -2.1549 0.6438 1.8264  0.3307
H -3.3750 -1.6161 2.3135  0.3282
H -2.9125 -2.8129 1.1020  0.4332
H -5.5288 -0.8656 1.4985  0.4293
H -6.8807 0.1224 -0.3516  0.3974
H -5.8061 0.4598 -2.5747  0.3975
H -3.4065 -0.1906 -2.8447  0.3798
H -0.9569 -2.7845 2.6769  0.4296
H 0.3564 -1.8667 1.9276  0.3548
H 0.1891 -4.9315 2.0333  0.4800
H 0.5867 -6.5700 0.1961  0.4342
H 0.1714 -5.8532 -2.1622  0.4393
H -0.5876 -3.5035 -2.5709  0.4320
H 0.2703 1.7443 3.3574  0.5163
H 2.1582 3.0578 2.3834  0.4406
H 2.7901 2.6512 -0.0016  0.7918
H 1.4918 0.9502 -1.3030  0.2726
S 2.6452 -2.2264 0.2093  -0.1926
C 3.8707 -1.2036 -0.2860  0.2004
N 4.2210 -0.1201 0.4642  -0.0969
C 5.1816 0.7888 0.1564  -0.2782
C 5.8927 0.6659 -0.9887  -0.6434
C 5.5819 -0.4323 -1.8329  -0.1550
C 4.6165 -1.3276 -1.5023  -0.6679
H 3.6740 0.0023 1.3065  0.2514
H 5.3154 1.5876 0.8708  0.4510
H 6.6547 1.3862 -1.2400  0.4239
H 6.1199 -0.5564 -2.7639  0.3870
H 4.3668 -2.1569 -2.1471  0.4164
Se -2.6775 2.2381 -0.2225  -0.2486
C -1.2639 3.5089 -0.3336  0.0023
C -1.0827 4.5362 0.6043  -0.4768
C -0.0240 5.4260 0.5210  -0.5438
C 0.9009 5.3378 -0.5155  -0.4619
C 0.7286 4.3436 -1.4702  -0.6332
C -0.3281 3.4513 -1.3765  -0.1843
H -1.7929 4.6211 1.4189  0.3767
H 0.0790 6.2038 1.2689  0.3750
H 1.7219 6.0400 -0.5849  0.4004
H 1.4213 4.2666 -2.3017  0.4145
H -0.4598 2.6896 -2.1385  0.4414
Br -0.3221 -0.6456 -3.1902  -0.6774



Here is a molecular structure, C46H39BrN5O3S2W from the Open Molecules 2025 dataset. Energies are from ωB97M-V with the def2-TZVPD basis set.

## Properties
LUMO (alpha / beta) (eV): -3.5 / -3.3
HOMO energy (alpha / beta) (eV): -9.72 / -9.31
Relative energy (zero: lowest compared OMol25 entry of this formula, charge and spin) (kcal per mole): 46.5
Charge: +1

Last column: Mulliken charge in e.
CARTESIAN COORDINATES (ANGSTROEM)
W -0.4800 0.3029 0.5173  0.7948
C -3.1970 1.1865 4.4718  -0.6497
S -1.5389 0.5078 4.6766  0.0148
C -1.0612 0.4564 3.0081  0.3594
S 0.5468 -0.2310 2.5981  -0.6893
N -1.7129 0.8859 1.9950  -0.4473
N 0.3353 2.2484 0.5693  0.3725
C -0.3736 3.2826 0.2208  -0.4290
C -1.6092 2.9376 -0.3866  0.5933
C -2.5747 3.8671 -0.7989  -1.1817
C -3.7176 3.4231 -1.4005  -0.4487
C -3.8830 2.0403 -1.5857  -1.2023
C -2.9144 1.1729 -1.1622  -0.1714
N -1.7646 1.6012 -0.5783  0.3518
H -3.6420 1.2205 5.4640  0.3865
H -3.7795 0.5405 3.8192  0.1019
H -3.1475 2.1863 4.0489  0.2476
H -0.0051 4.2903 0.3427  0.6594
H -2.3868 4.9175 -0.6210  0.5441
H -4.4818 4.1156 -1.7239  0.4626
H -4.7689 1.6408 -2.0583  0.5092
H -3.0182 0.1045 -1.2731  0.5809
O -1.2394 -1.0994 -0.4463  1.4093
C -0.7445 -2.3750 -0.8949  2.7415
C 0.4676 -2.7039 -0.0147  -2.2719
C 1.6436 -1.8158 -0.3137  -0.0711
C 2.8665 -2.4041 -0.5711  -0.9292
C 3.9450 -1.6233 -0.9440  -1.3579
C 3.7385 -0.2732 -1.1186  -0.5858
C 2.4893 0.2774 -0.8657  -0.3015
C 2.2728 1.7203 -1.2168  -2.2216
C 2.5452 2.7281 -0.0933  3.7322
O 1.6195 2.4776 1.0129  -0.4616
C 3.9219 2.4979 0.5084  -0.7674
C 4.0921 1.6792 1.6219  -0.2229
C 5.3657 1.4254 2.1102  -0.9214
C 6.4788 1.9718 1.4856  -0.5444
C 6.3115 2.7828 0.3736  -1.0545
C 5.0381 3.0507 -0.1081  -0.1665
C 2.3708 4.1713 -0.5527  -0.7791
C 2.0134 4.5322 -1.8436  0.1711
C 1.8289 5.8718 -2.1755  -1.1952
C 1.9969 6.8575 -1.2188  -0.4508
C 2.3640 6.5032 0.0765  -0.9345
C 2.5533 5.1726 0.4022  -0.2703
N 1.4679 -0.4711 -0.3991  0.2620
C -1.8842 -3.3737 -0.7264  -0.1161
C -1.8198 -4.4608 0.1341  -0.1765
C -2.8984 -5.3301 0.2491  -0.9115
C -4.0494 -5.1164 -0.4901  -0.6536
C -4.1177 -4.0324 -1.3570  -0.9845
C -3.0398 -3.1734 -1.4767  -0.3431
C -0.3318 -2.2855 -2.3608  0.4208
C 0.0994 -3.4455 -2.9994  -0.5947
C 0.5112 -3.4094 -4.3209  -0.8308
C 0.4916 -2.2114 -5.0245  -0.6884
C 0.0531 -1.0570 -4.3968  -0.9839
C -0.3526 -1.0911 -3.0672  0.0901
H 0.7795 -3.7315 -0.1919  1.1988
H 0.1605 -2.6251 1.0319  0.0962
H 2.9603 -3.4780 -0.4916  0.5728
H 4.9142 -2.0657 -1.1312  0.4817
H 4.5349 0.3706 -1.4652  0.6071
H 1.2586 1.8493 -1.5999  0.4072
H 2.9611 1.9565 -2.0281  1.2188
H 3.2318 1.2462 2.1153  0.4005
H 5.4878 0.7982 2.9838  0.4644
H 7.4705 1.7738 1.8702  0.4331
H 7.1711 3.2223 -0.1153  0.4422
H 4.9199 3.7034 -0.9649  0.4341
H 1.8710 3.7859 -2.6143  0.4886
H 1.5538 6.1386 -3.1874  0.4651
H 1.8529 7.8978 -1.4784  0.4543
H 2.5082 7.2664 0.8300  0.4426
H 2.8403 4.8985 1.4104  0.4203
H -0.9392 -4.6466 0.7339  0.3611
H -2.8353 -6.1746 0.9236  0.4727
H -4.8889 -5.7930 -0.3975  0.4422
H -5.0110 -3.8608 -1.9430  0.4253
H -3.0897 -2.3382 -2.1665  0.3718
H 0.0886 -4.3893 -2.4653  0.3760
H 0.8378 -4.3192 -4.8073  0.4711
H 0.8065 -2.1839 -6.0591  0.4092
H 0.0215 -0.1214 -4.9410  0.5000
H -0.6890 -0.1820 -2.5859  0.2702
O -4.5124 -5.3702 4.2136  -0.5589
C -3.7863 -4.3634 3.6874  0.8539
C -2.4221 -4.2015 3.9172  -0.8382
C -1.7833 -3.1379 3.3127  -0.6811
N -2.3918 -2.2574 2.5147  0.4416
C -3.6847 -2.4314 2.3347  0.0764
Br -4.5804 -1.1403 1.2481  -0.0734
C -4.4442 -3.4488 2.8786  -0.7977
H -3.9632 -5.9209 4.7834  0.3086
H -1.8763 -4.8830 4.5580  0.3651
H -0.7237 -2.9693 3.4766  0.4564
H -5.5033 -3.5390 2.6886  0.5240



Here is a molecular structure, C25H14Cl5O2PSbSe4Ta from the Open Molecules 2025 dataset. Energies are from ωB97M-V with the def2-TZVPD basis set.

## Properties
LUMO (eV): -8.5
HOMO energy (eV): -14.06
Relative energy (zero: lowest compared OMol25 entry of this formula, charge and spin) (kcal per mole): 90.1
Charge: +2

Last column: Mulliken charge in e.
CARTESIAN COORDINATES (ANGSTROEM)
Ta -1.8596 -0.2369 -1.3525  1.3852
O -3.4137 -1.1834 2.2506  -0.4572
C -2.4578 -1.1540 1.5683  0.1100
O -2.5264 -0.3837 0.3533  -0.6449
C -1.1572 -1.8473 1.7702  0.4852
C -1.2105 -2.8737 2.7070  -0.7796
C -0.0712 -3.6003 3.0261  -0.7809
C 1.1332 -3.2796 2.4290  -0.8505
C 1.2035 -2.2418 1.5042  -0.6943
C 0.0671 -1.5306 1.1480  1.1061
P 0.2550 -0.0558 0.0908  0.7857
C 0.3261 1.2699 1.3104  1.2963
C -0.8349 1.7974 1.8778  -0.4515
C -0.7442 2.6496 2.9648  -0.8724
C 0.4974 2.9862 3.4856  -0.6231
C 1.6529 2.4654 2.9223  -0.9018
C 1.5732 1.5976 1.8437  -0.8524
C 1.7422 -0.1303 -0.9029  0.6155
C 2.1395 -1.3425 -1.4715  -0.3450
C 3.2029 -1.3685 -2.3566  -0.7771
C 3.8607 -0.1883 -2.6876  -0.6304
C 3.4517 1.0182 -2.1390  -0.9106
C 2.3870 1.0567 -1.2502  -0.5938
H -2.1566 -3.0927 3.1831  0.5563
H -0.1270 -4.4016 3.7496  0.4621
H 2.0305 -3.8244 2.6914  0.5137
H 2.1618 -1.9786 1.0768  0.5555
H -1.8140 1.5630 1.4818  0.4435
H -1.6458 3.0585 3.4010  0.4750
H 0.5642 3.6550 4.3330  0.4512
H 2.6209 2.7245 3.3289  0.4830
H 2.4798 1.1745 1.4313  0.4415
H 1.6350 -2.2655 -1.2119  0.1059
H 3.5286 -2.3099 -2.7798  0.4978
H 4.6957 -0.2117 -3.3750  0.4459
H 3.9595 1.9356 -2.4037  0.4742
H 2.0458 2.0040 -0.8541  0.4828
Cl -0.5262 0.7118 -3.3647  0.0626
C -1.3951 1.9036 -2.2716  -0.0989
C -0.6558 2.6954 -1.4621  -0.2027
C -1.3847 3.6359 -0.7256  0.7498
Cl -0.5205 4.7593 0.2449  -0.0905
C -2.7800 3.7296 -0.7782  0.0466
Cl -3.6262 4.9107 0.1030  -0.1070
C -3.5171 2.8021 -1.5544  0.1987
Cl -5.2157 2.7956 -1.5556  -0.1157
C -2.8178 1.8872 -2.3295  -0.0488
Cl -3.6525 0.5881 -3.1804  -0.0508
Se 1.3602 -5.2332 -1.5159  -0.2240
Sb -0.2444 -4.5398 -3.0413  1.1265
Se -2.1026 -5.5461 -4.2974  -0.1505
Se -0.4501 -4.0913 -5.4475  -0.1577
Se -1.6671 -2.4636 -1.9678  0.0556



Here is 11 unconnected molecules or ions with the total composition C34H97N7O11 at a distorted geometry from the Open Molecules 2025 dataset. Energies are from ωB97M-V with the def2-TZVPD basis set.

## Properties
SMILES: COC[C@H](C)N.COC[C@H](C)N.COC[C@H](C)N.COC[C@H](C)N.COC[C@H](C)N.COC[C@H](C)N.COC[C@H](C)N.CCO.CCO.CCO.O
LUMO (eV): 0.4
HOMO energy (eV): -8.88
Relative energy (zero: lowest compared OMol25 entry of this formula, charge and spin) (kcal per mole): 0.0

Last column: Mulliken charge in e.
CARTESIAN COORDINATES (ANGSTROEM)
C -2.7048 0.1579 -4.6902  -0.7814
O -2.5916 1.4517 -4.1433  -0.2644
C -1.3987 2.0741 -4.5569  -0.1066
C -1.3326 3.4590 -3.8860  1.4251
C -2.4252 4.4319 -4.3606  -1.7228
N 0.0132 3.9908 -4.1182  -0.4957
H -3.5726 -0.3244 -4.2359  0.2818
H -1.8720 -0.5186 -4.4771  0.2293
H -2.8927 0.0752 -5.7644  0.3441
H -0.5406 1.5077 -4.1815  -0.1802
H -1.3815 2.0934 -5.6508  0.4589
H -1.3249 3.3350 -2.8012  -0.5350
H -2.3491 5.4093 -3.8859  0.4617
H -3.4006 4.0249 -4.0920  0.3088
H -2.3930 4.5465 -5.4451  0.3656
H 0.7193 3.3084 -3.8675  -0.0793
H 0.1698 4.1573 -5.1064  0.3216
C -6.7054 -2.5571 3.1071  -0.7020
O -6.5206 -2.2221 1.7348  -0.3815
C -5.6622 -1.1142 1.5340  -0.1391
C -5.8899 -0.5754 0.1071  0.4817
C -4.8254 0.3875 -0.3228  -0.9688
N -7.1959 0.0896 0.0789  -0.7726
H -7.1655 -1.7043 3.6126  0.3142
H -5.7455 -2.6919 3.6147  0.2192
H -7.2853 -3.4723 3.1928  0.2735
H -5.8826 -0.3098 2.2445  0.3646
H -4.6479 -1.4465 1.7830  -0.1733
H -5.8261 -1.4262 -0.5727  0.3303
H -3.8946 -0.1640 -0.4785  -0.0592
H -4.5241 1.1586 0.3901  0.2333
H -5.0234 0.8971 -1.2651  0.4559
H -7.9078 -0.5967 0.3069  0.3265
H -7.2259 0.6963 0.8917  0.3046
C -2.5546 -3.7333 0.1752  -0.5337
O -1.5217 -3.9939 1.0937  -0.3874
C -1.6281 -3.2217 2.2791  0.1443
C -0.3608 -3.3110 3.0895  0.6069
C -0.2015 -4.6239 3.8400  -1.7559
N -0.2174 -2.2302 4.0179  -0.3225
H -2.4747 -4.2998 -0.7510  0.3271
H -2.5919 -2.6515 0.0090  0.0681
H -3.5494 -3.9922 0.5535  0.3276
H -1.6477 -2.1571 2.0174  -0.4304
H -2.5571 -3.3576 2.8406  0.5821
H 0.4581 -3.2497 2.3680  -0.0236
H 0.6718 -4.6624 4.4906  0.3588
H -0.1588 -5.4566 3.1331  0.4004
H -1.0674 -4.8748 4.4584  0.4206
H 0.7548 -2.1182 4.2913  -0.2200
H -0.6039 -2.4757 4.9241  0.3456
C -1.8525 3.7211 3.5357  -0.5929
O -1.6434 4.0570 2.1845  -0.4790
C -0.3033 3.8635 1.7524  -0.1926
C -0.3158 4.2225 0.2537  0.7695
C 1.0426 3.9714 -0.3756  -0.7884
N -0.7184 5.5677 -0.0017  -0.6584
H -1.1548 4.3313 4.1186  0.3791
H -1.5640 2.6813 3.7040  0.0049
H -2.8658 4.0443 3.7650  0.3249
H 0.3915 4.5556 2.2443  0.7808
H -0.0082 2.8499 2.0374  -0.3484
H -0.9922 3.5060 -0.2231  -0.3973
H 1.7996 4.6164 0.0718  0.5129
H 0.9683 4.0184 -1.4618  0.2118
H 1.2662 2.9178 -0.1812  -0.2365
H -1.5322 5.7477 0.5818  0.3439
H -0.0155 6.0718 0.5389  0.4471
C 3.4785 -2.4634 5.4532  -0.8809
O 2.7839 -1.7378 4.4242  -0.2843
C 3.0097 -0.3488 4.3230  -1.3067
C 2.3151 0.2992 3.1096  1.6116
C 2.9604 1.6625 2.7833  -1.6350
N 0.8987 0.5454 3.4483  0.6438
H 3.1561 -2.0759 6.4199  0.3195
H 4.5438 -2.2992 5.2782  0.3348
H 3.2872 -3.5263 5.3265  0.2274
H 2.8049 0.1875 5.2540  0.3221
H 4.0830 -0.1763 4.1767  0.4756
H 2.2698 -0.4200 2.2865  0.0589
H 2.5089 2.1065 1.8953  0.0836
H 4.0316 1.5307 2.6263  0.5282
H 2.7939 2.3673 3.5981  0.3462
H 0.4838 0.7326 2.5385  -0.9606
H 0.4630 -0.3671 3.6188  0.2685
C -1.8849 0.4034 1.5797  -0.3248
O -0.6670 0.0467 0.9959  2.3649
C -0.7133 -0.0164 -0.4150  -1.0406
C 0.5995 -0.6415 -0.8491  1.9501
C 0.6418 -0.7638 -2.3597  -0.5715
N 0.8199 -1.9336 -0.2044  0.3338
H -1.8157 0.4086 2.6679  -0.3787
H -2.6475 -0.3283 1.3012  -0.3392
H -2.2548 1.3874 1.2770  0.0998
H -1.5092 -0.7077 -0.7129  -0.1430
H -0.9077 0.9642 -0.8572  -0.3740
H 1.4373 -0.0747 -0.4367  -0.9242
H 1.5192 -1.2895 -2.7376  -0.1581
H 0.6898 0.2660 -2.7224  -0.3209
H -0.1988 -1.2271 -2.8793  0.2978
H 0.6826 -1.7599 0.7867  -0.8016
H 0.0696 -2.5914 -0.4012  0.1294
C 4.3285 0.2384 -1.2176  -0.6876
O 3.9336 0.3347 -2.5593  0.3249
C 4.6920 -0.5085 -3.4523  -1.2299
C 4.1315 -0.6423 -4.8541  0.9785
C 4.7948 -1.7289 -5.6411  -1.5416
N 4.2011 0.6698 -5.5790  -0.8021
H 5.2405 0.8098 -1.0277  0.3346
H 4.4422 -0.7959 -0.8838  0.3560
H 3.5505 0.6553 -0.5762  -0.1598
H 5.6856 -0.0520 -3.4447  0.4888
H 4.6973 -1.4989 -2.9907  0.3661
H 3.0628 -0.8396 -4.7180  -0.0055
H 4.7117 -2.6431 -5.0502  0.3548
H 5.8719 -1.5695 -5.7130  0.3365
H 4.3407 -1.7669 -6.6289  0.4000
H 3.6501 0.7052 -6.4288  0.2888
H 3.7191 1.3648 -5.0191  0.2936
C 4.6774 3.8209 -3.9827  -1.4258
C 3.3366 3.6486 -3.3020  0.0000
O 2.6466 2.4628 -3.6497  -0.2226
H 5.2500 2.8941 -3.9209  0.2277
H 5.2161 4.6197 -3.4744  0.4399
H 4.5310 3.9792 -5.0521  0.3308
H 2.7490 4.5658 -3.3512  0.5550
H 3.5424 3.5333 -2.2314  0.1605
H 3.0132 1.7300 -3.1303  0.0822
C -0.6096 0.1275 7.4995  -0.9940
C -1.0457 1.1061 6.3818  -0.0409
O 0.0047 1.8229 5.8194  -0.5523
H -0.1017 0.6373 8.3158  0.3376
H 0.0975 -0.5402 7.0013  0.0508
H -1.4658 -0.4700 7.8121  0.3469
H -1.7560 1.8426 6.7690  0.4163
H -1.5883 0.5467 5.6130  0.0794
H 0.2108 1.4042 4.9664  0.1656
C -0.3405 -5.1760 -3.8618  -1.2027
C 0.9850 -4.9878 -3.1716  0.4858
O 1.8733 -6.0491 -3.4676  -0.5989
H -0.1942 -5.2931 -4.9355  0.3600
H -1.0284 -4.3613 -3.6416  0.2745
H -0.6975 -6.1213 -3.4492  0.3276
H 0.8350 -5.0285 -2.0878  0.1363
H 1.3887 -3.9872 -3.3510  -0.0956
H 2.7646 -5.7422 -3.2809  0.3209
O 3.0407 -3.6769 -0.8790  -0.6789
H 2.3236 -3.0274 -0.7957  0.2752
H 3.5082 -3.6353 -0.0416  0.2621



Here is a molecular structure, C3H6F2NP at a distorted geometry from the Open Molecules 2025 dataset. Energies are from ωB97M-V with the def2-TZVPD basis set.

## Properties
LUMO (alpha / beta) (eV): -0.8 / -0.8
HOMO energy (alpha / beta) (eV): -10.38 / -8.72
Relative energy (zero: lowest compared OMol25 entry of this formula, charge and spin) (kcal per mole): 83.2

Last column: Mulliken charge in e.
CARTESIAN COORDINATES (ANGSTROEM)
C 0.5302 -0.1171 0.5808  -0.1751
C -1.6400 -0.3424 -0.7192  -1.2882
C -0.3907 -1.0021 -0.1740  1.2305
N -0.1544 1.5950 0.9527  -0.4553
F -0.7027 -2.0702 0.6334  -0.3036
F 0.3459 -1.5873 -1.1841  -0.3012
P 1.9596 -0.6606 1.3996  -0.0804
H -2.4983 -0.9778 -0.5250  0.3257
H -1.5330 -0.2009 -1.7914  0.3216
H -1.7649 0.6220 -0.2350  0.3639
H 0.5856 1.9583 1.5512  0.2393
H 2.5325 -1.4029 0.3675  0.0688
H 2.7412 0.4829 1.2702  0.0540